DFT (ωB97M-V/def2-TZVPD) results for C70H60AsBiN3P2SSbSe2Si as an isolated structure.

The value obtained for the energy above the lowest of the compared OMol25 structures with the same formula, charge and spin is 61.71 kcal/mol. The value obtained for the lowest unoccupied orbital energy is -0.34 eV. The value obtained for the energy is -11731.46563 Ha.

```
! RIJCOSX wB97M-V def2-TZVPD def2/J DEFGRID3
* xyz 0 1
Bi -1.98 -0.02 0.38
S -0.21 -2.66 -3.22
C 1.20 -3.70 -3.06
C 1.51 -4.90 -3.66
C 2.74 -5.46 -3.38
C 3.65 -4.83 -2.54
C 3.32 -3.62 -1.93
C 2.09 -3.07 -2.19
As 1.03 -1.51 -1.69
C 3.24 -0.99 0.49
C 3.50 -2.29 0.98
C 4.77 -2.58 1.36
C 5.74 -1.54 1.51
C 5.53 -0.25 1.15
C 4.28 0.09 0.45
C 1.83 -0.24 -2.94
C 1.60 1.11 -2.76
C 2.00 2.03 -3.72
C 2.65 1.59 -4.86
C 2.93 0.24 -5.02
C 2.51 -0.67 -4.07
H 0.81 -5.39 -4.32
H 3.01 -6.41 -3.83
H 4.61 -5.28 -2.35
H 4.03 -3.12 -1.28
H 2.69 -3.01 1.00
H 5.04 -3.58 1.66
H 6.68 -1.80 1.96
H 6.26 0.52 1.33
H 4.45 0.55 -0.53
H 1.06 1.44 -1.88
H 1.76 3.07 -3.59
H 2.93 2.30 -5.63
H 3.44 -0.10 -5.91
H 2.70 -1.72 -4.22
Se 2.35 5.07 2.62
P 3.29 3.65 1.42
C 3.96 4.23 -0.17
C 4.59 5.47 -0.19
C 5.24 5.90 -1.33
C 5.28 5.08 -2.45
C 4.64 3.86 -2.44
C 3.97 3.43 -1.31
C 4.75 3.00 2.32
C 6.05 3.18 1.88
C 7.10 2.80 2.70
C 6.85 2.25 3.95
C 5.55 2.07 4.38
C 4.50 2.45 3.57
C 2.41 2.11 1.05
C 1.09 1.63 1.03
N 1.08 0.28 0.93
N 2.33 -0.07 0.93
N 3.17 0.97 1.08
P -0.57 2.30 1.35
Se -1.75 0.87 -1.94
C -0.46 2.50 3.16
C -1.44 3.24 3.82
C -1.39 3.40 5.20
C -0.38 2.80 5.94
C 0.56 2.02 5.29
C 0.52 1.86 3.92
C -0.51 3.97 0.64
C -0.40 4.05 -0.75
C -0.36 5.28 -1.37
C -0.45 6.44 -0.62
C -0.60 6.37 0.75
C -0.63 5.14 1.39
H 4.55 6.09 0.70
H 5.73 6.86 -1.34
H 5.81 5.40 -3.33
H 4.65 3.22 -3.32
H 3.45 2.48 -1.32
H 6.25 3.61 0.91
H 8.12 2.95 2.37
H 7.67 1.97 4.59
H 5.35 1.65 5.36
H 3.47 2.36 3.91
H -2.24 3.69 3.26
H -2.14 4.00 5.69
H -0.34 2.93 7.01
H 1.35 1.54 5.86
H 1.26 1.24 3.44
H -0.39 3.15 -1.35
H -0.27 5.32 -2.45
H -0.41 7.41 -1.11
H -0.68 7.27 1.35
H -0.71 5.10 2.47
C -4.33 2.37 1.93
Si -4.41 0.93 0.68
C -5.41 -0.45 1.57
C -5.31 1.43 -0.92
C -5.92 2.66 -1.11
C -6.52 2.98 -2.32
C -6.51 2.07 -3.36
C -5.91 0.84 -3.19
C -5.32 0.52 -1.98
H -5.30 2.80 2.13
H -3.67 3.15 1.56
H -3.92 2.01 2.88
H -6.35 -0.07 1.95
H -4.86 -0.85 2.42
H -5.64 -1.28 0.91
H -5.91 3.39 -0.31
H -6.98 3.95 -2.45
H -6.96 2.33 -4.31
H -5.88 0.13 -4.00
H -4.83 -0.44 -1.86
C -6.78 -5.51 -2.65
C -6.50 -4.23 -3.10
C -5.45 -3.52 -2.56
C -4.65 -4.08 -1.57
C -4.92 -5.37 -1.14
C -5.98 -6.08 -1.67
Sb -3.05 -2.88 -0.72
C -3.49 -3.36 1.35
C -2.56 -3.05 2.34
C -2.83 -3.30 3.68
C -4.05 -3.85 4.04
C -4.98 -4.14 3.07
C -4.71 -3.89 1.73
C -1.53 -4.43 -0.85
C -1.72 -5.51 -1.71
C -0.77 -6.51 -1.78
C 0.37 -6.45 -1.01
C 0.58 -5.36 -0.18
C -0.37 -4.35 -0.11
H -7.61 -6.07 -3.06
H -7.11 -3.79 -3.87
H -5.23 -2.52 -2.92
H -4.30 -5.82 -0.38
H -6.19 -7.08 -1.32
H -1.60 -2.63 2.07
H -2.09 -3.07 4.43
H -4.26 -4.04 5.08
H -5.94 -4.56 3.34
H -5.45 -4.11 0.98
H -2.60 -5.55 -2.33
H -0.94 -7.35 -2.45
H 1.11 -7.23 -1.07
H 1.47 -5.30 0.42
H -0.18 -3.49 0.53
*
```

Here are the Löwdin charges for atoms 1 to 8, given in e:
1 Bi 0.6795
2 S 0.6234
3 C -0.6709
4 C -0.1030
5 C -0.0951
6 C -0.0881
7 C -0.0973
8 C -0.4818

***

DFT (ωB97M-V/def2-TZVPD) results for a 11-piece molecular cluster, C70H74O22 overall.

Its SMILES is O=C1c2ccccc2C(=O)c2ccccc21.O=C1c2ccccc2C(=O)c2ccccc21.O=C1c2ccccc2C(=O)c2ccccc21.O=C1c2ccccc2C(=O)c2ccccc21.OCCO.OCCO.OCCO.OCCO.OCCO.OCCO.OCCO. The value obtained for the lowest unoccupied orbital energy is -1.33 eV. The value obtained for the energy is -4366.99697 Ha.

```
! RIJCOSX wB97M-V def2-TZVPD def2/J DEFGRID3
* xyz 0 1
C -2.55 -2.92 -1.93
C -2.62 -1.69 -2.51
C -2.80 -1.54 -3.92
C -3.00 -2.60 -4.75
C -2.92 -3.86 -4.21
C -2.71 -4.01 -2.83
C -3.13 -5.12 -5.01
O -3.14 -6.23 -4.49
C -3.38 -4.98 -6.50
C -3.61 -6.04 -7.40
C -3.88 -5.85 -8.74
C -3.91 -4.52 -9.21
C -3.70 -3.45 -8.35
C -3.40 -3.66 -7.00
C -3.31 -2.40 -6.18
O -3.39 -1.25 -6.59
H -2.41 -2.95 -0.86
H -2.45 -0.81 -1.88
H -2.78 -0.58 -4.43
H -2.73 -5.00 -2.46
H -3.64 -7.05 -6.95
H -4.00 -6.66 -9.49
H -4.24 -4.28 -10.20
H -3.75 -2.43 -8.68
C -3.74 -0.03 5.13
C -4.45 0.59 4.15
C -3.92 0.68 2.85
C -2.62 0.21 2.61
C -1.90 -0.44 3.63
C -2.43 -0.50 4.89
C -0.54 -1.01 3.36
O 0.11 -1.47 4.30
C 0.09 -0.77 2.10
C 1.38 -1.20 1.85
C 1.95 -1.00 0.65
C 1.31 -0.33 -0.40
C -0.05 0.07 -0.15
C -0.61 -0.15 1.10
C -1.96 0.41 1.26
O -2.44 1.13 0.39
H -4.24 -0.12 6.09
H -5.47 0.88 4.37
H -4.39 1.25 2.10
H -1.84 -0.89 5.67
H 1.88 -1.73 2.64
H 2.99 -1.32 0.50
H 1.90 -0.02 -1.25
H -0.58 0.74 -0.83
C 1.24 2.13 -6.26
C 1.04 1.58 -4.95
C 2.00 0.77 -4.45
C 3.22 0.48 -5.09
C 3.36 1.05 -6.38
C 2.36 1.76 -6.98
C 4.54 0.78 -7.21
O 4.58 1.29 -8.31
C 5.60 -0.16 -6.64
C 6.66 -0.49 -7.55
C 7.71 -1.23 -7.08
C 7.66 -1.70 -5.79
C 6.57 -1.43 -4.90
C 5.56 -0.57 -5.31
C 4.36 -0.22 -4.51
O 4.34 -0.60 -3.35
H 0.40 2.73 -6.64
H 0.11 1.71 -4.39
H 1.84 0.26 -3.47
H 2.54 2.03 -8.03
H 6.63 0.02 -8.52
H 8.51 -1.62 -7.72
H 8.43 -2.46 -5.51
H 6.54 -1.80 -3.90
C 2.82 5.16 -3.45
C 2.47 6.41 -4.01
C 1.11 6.69 -4.08
C 0.14 5.89 -3.53
C 0.53 4.69 -2.92
C 1.84 4.33 -2.86
C -0.43 3.89 -2.12
O -0.14 2.94 -1.44
C -1.91 4.30 -2.28
C -2.88 3.51 -1.71
C -4.25 3.81 -1.86
C -4.60 4.98 -2.52
C -3.66 5.75 -3.11
C -2.26 5.48 -2.99
C -1.29 6.36 -3.62
O -1.60 7.39 -4.18
H 3.88 4.92 -3.42
H 3.26 7.06 -4.37
H 0.85 7.65 -4.56
H 2.05 3.37 -2.32
H -2.59 2.64 -1.17
H -5.01 3.14 -1.48
H -5.65 5.26 -2.62
H -4.04 6.70 -3.56
C -3.64 -3.93 1.86
C -4.16 -4.20 3.26
O -3.35 -3.55 4.22
O -3.58 -2.52 1.58
H -4.28 -4.42 1.16
H -2.65 -4.38 1.80
H -4.14 -5.27 3.35
H -5.20 -3.80 3.31
H -3.69 -3.59 5.13
H -3.45 -2.06 2.39
C -2.83 -2.90 8.32
C -1.54 -2.33 8.87
O -1.22 -1.19 8.11
O -2.72 -3.56 7.05
H -3.48 -2.08 8.13
H -3.29 -3.64 8.89
H -0.65 -3.03 8.69
H -1.49 -2.06 9.93
H -0.30 -1.12 7.85
H -2.03 -3.21 6.48
C 7.29 -2.01 -0.53
C 6.09 -2.73 -1.08
O 4.94 -2.00 -0.83
O 8.58 -2.66 -0.83
H 7.12 -1.90 0.58
H 7.32 -0.98 -0.92
H 5.91 -3.65 -0.53
H 6.19 -2.92 -2.14
H 4.63 -1.52 -1.61
H 8.60 -3.45 -0.25
C -2.67 2.21 8.89
C -3.67 2.76 7.98
O -3.38 2.51 6.62
O -2.99 0.83 9.06
H -2.62 2.81 9.79
H -1.71 2.37 8.38
H -3.63 3.81 8.22
H -4.63 2.29 8.17
H -3.17 3.30 6.10
H -2.30 0.23 8.75
C 2.57 -4.07 6.20
C 2.82 -2.80 7.00
O 1.64 -2.02 6.98
O 2.66 -3.85 4.75
H 1.58 -4.46 6.49
H 3.42 -4.73 6.46
H 3.72 -2.28 6.61
H 2.96 -3.10 8.03
H 1.37 -1.74 6.10
H 2.18 -3.04 4.60
C 3.94 2.17 0.75
C 2.59 2.45 1.44
O 2.31 3.83 1.35
O 3.91 2.62 -0.60
H 3.99 1.06 0.74
H 4.81 2.64 1.27
H 2.70 2.03 2.46
H 1.91 1.90 0.86
H 1.33 4.02 1.32
H 3.60 3.53 -0.62
C -0.98 3.80 4.16
C -1.39 3.65 2.72
O -0.39 3.00 1.98
O -1.88 4.43 5.03
H -0.08 4.41 4.07
H -0.72 2.86 4.68
H -1.45 4.65 2.30
H -2.35 3.13 2.76
H -0.79 2.39 1.33
H -1.57 5.32 5.24
*
```

Here are the Löwdin charges for atoms 1 to 8, given in e:
1 C -0.0314
2 C -0.0442
3 C 0.0167
4 C -0.1298
5 C -0.0873
6 C 0.0257
7 C -0.2537
8 O 0.0884